C2H7N2O2 | ωB97M-V/def2-TZVPD

Calculated values
charge = -1
total energy = -9258.43008 eV
SMILES = COCN(N)[O-]
spin multiplicity = 1

Last column: Löwdin charge in e.
CARTESIAN COORDINATES (ANGSTROEM)
C1 -1.56275 0.19031 -1.15598  -0.109
O1 -1.55216 0.59875 0.27259  -0.230
C2 -0.20776 0.67341 0.81370  -0.195
N1 0.90324 -0.03536 -0.08159  -0.411
N2 1.37656 -1.34780 0.63546  -0.047
O2 1.99683 0.65823 -0.25901  -0.400
H1 -1.86099 1.02153 -1.81204  0.048
H2 -2.48890 -0.49798 -1.31830  0.085
H3 -0.52396 -0.14771 -1.25098  0.048
H4 0.18435 1.64035 1.08490  0.085
H5 -0.29324 0.16891 1.75262  0.073
H6 2.06375 -1.76817 -0.10878  0.065
H7 1.96503 -1.15446 1.42738  -0.011